Density functional theory data (ωB97M-V/def2-TZVPD) for a molecular structure, C50H50Br2CrN5O2P.

```
111
Properties=species:S:1:pos:R:3
Cr -0.5555 -0.1860 -0.0148
C 3.6961 -1.3099 -1.5893
N 2.7127 -0.2603 -1.3946
C 2.4080 0.3838 -2.6774
C 3.0091 0.7054 -0.3931
C 4.3126 0.8840 0.0834
C 4.6443 1.9392 0.9184
C 3.6708 2.8710 1.2510
C 2.3725 2.6850 0.8051
C 1.9942 1.5809 0.0367
N 0.6243 1.3854 -0.3132
C -0.0254 2.3991 -1.0261
C 0.6517 3.3956 -1.7452
C -0.0302 4.4199 -2.3766
C -1.4188 4.4831 -2.3301
C -2.1026 3.4704 -1.6844
C -1.4180 2.4319 -1.0668
N -2.1622 1.2942 -0.4839
C -3.0622 0.7446 -1.5461
C -3.0512 1.7536 0.6151
H 3.2318 -2.1319 -2.1418
H 4.0441 -1.6900 -0.6312
H 4.5705 -0.9795 -2.1656
H 3.2670 0.9659 -3.0413
H 1.5455 1.0409 -2.5809
H 2.1766 -0.3834 -3.4199
H 5.0973 0.2123 -0.2432
H 5.6657 2.0569 1.2607
H 3.9191 3.7432 1.8458
H 1.6121 3.4105 1.0578
H 1.7324 3.3606 -1.7955
H 0.5299 5.1768 -2.9142
H -1.9583 5.2920 -2.8056
H -3.1877 3.4880 -1.6764
H -3.8620 1.4584 -1.7503
H -3.5235 -0.1773 -1.2104
H -2.4995 0.5671 -2.4518
H -3.7888 2.4551 0.2236
H -2.4834 2.2447 1.3831
H -3.5795 0.9096 1.0427
C -1.9403 1.4687 4.0356
C -0.5971 2.0229 3.5549
C -0.7133 3.2873 2.6966
C 0.3122 0.9348 2.9246
C 0.9998 0.1343 4.0107
O 0.1921 -1.0618 4.1004
C -0.4603 -1.1856 2.9534
N -0.4103 -0.1670 2.1541
C -1.0017 -2.5686 2.7990
C -0.7039 -3.4533 3.8411
C -0.8961 -4.8155 3.7042
C -1.3340 -5.3163 2.4896
C -1.7122 -4.4417 1.4826
C -1.6281 -3.0621 1.6452
P -2.4193 -1.9021 0.4657
C -3.9244 -1.3905 1.4209
C -3.9155 -1.1477 2.7934
C -5.0564 -0.6986 3.4459
C -6.2264 -0.4773 2.7358
C -6.2506 -0.7183 1.3685
C -5.1136 -1.1738 0.7190
C -3.2231 -2.9590 -0.7882
C -3.0574 -2.6952 -2.1431
C -3.6912 -3.4789 -3.1031
C -4.5130 -4.5224 -2.7096
C -4.7319 -4.7589 -1.3538
C -4.1028 -3.9778 -0.4009
H -2.5022 2.2504 4.5510
H -1.8047 0.6450 4.7465
H -2.5516 1.1025 3.2128
H -0.0567 2.3352 4.4511
H -0.8040 3.0754 1.6339
H 0.1810 3.8975 2.8185
H -1.5653 3.8960 3.0116
H 1.0419 1.4069 2.2813
H 0.9956 0.6201 4.9800
H 2.0158 -0.1638 3.7584
H -0.2795 -3.0676 4.7547
H -0.6624 -5.4807 4.5261
H -1.4052 -6.3858 2.3273
H -2.0801 -4.8458 0.5516
H -3.0241 -1.3057 3.3795
H -5.0267 -0.5260 4.5152
H -7.1162 -0.1273 3.2447
H -7.1603 -0.5572 0.8025
H -5.1678 -1.3721 -0.3434
H -2.4611 -1.8549 -2.4631
H -3.5445 -3.2593 -4.1545
H -5.0042 -5.1397 -3.4535
H -5.4046 -5.5494 -1.0398
H -4.3136 -4.1471 0.6484
C 2.0043 -2.3116 1.7564
C 1.3957 -2.8658 0.5026
C 1.7030 -4.2004 0.1428
C 1.3986 -4.6737 -1.0918
C 0.8118 -3.8000 -2.0388
C 0.5963 -4.1027 -3.4012
Br 1.0465 -5.8081 -4.0836
C 0.0812 -3.1645 -4.2466
C -0.2928 -1.9017 -3.7564
Br -1.0648 -0.6309 -4.9111
C -0.1708 -1.5752 -2.4268
O -0.5897 -0.4381 -1.9082
C 0.4417 -2.5257 -1.5729
N 0.6949 -2.0835 -0.2895
H 1.6103 -2.7940 2.6512
H 1.8636 -1.2355 1.8073
H 3.0760 -2.5098 1.7361
H 2.2156 -4.8248 0.8669
H 1.6393 -5.6904 -1.3736
H -0.0497 -3.3907 -5.2972
```

## Properties
Lowest unoccupied orbital energy (spin up / spin down)   -2.99 / -3.04 eV
Spin multiplicity   4
Total charge   +1
Orbital gap (spin up / spin down)   6.3 / 6.4 eV
HOMO level (spin up / spin down)   -9.3 / -9.4 eV
Expectation value of S²   3.7865



Density functional theory data (ωB97M-V/def2-TZVPD) for a molecular structure, C50H50F4GeN4O2RbSe.

```
113
Properties=species:S:1:pos:R:3
Rb 1.4795 -1.1398 -2.0289
C -0.8564 -0.8607 1.9299
C -1.3058 -2.0396 1.0881
N -0.2397 -2.9980 0.8387
C 0.1976 -3.6903 2.0460
C 1.6786 -3.4854 2.3337
C -0.5721 -3.9063 -0.2519
C 0.5816 -4.7975 -0.6890
N 1.6675 -4.0203 -1.2405
C 2.8203 -4.6211 -1.4546
C 3.9204 -3.8341 -1.9310
F 3.6716 -2.5129 -2.1316
C 5.1737 -4.3057 -2.1862
F 6.1189 -3.4377 -2.6242
C 5.5189 -5.6417 -2.0059
C 4.4855 -6.4449 -1.5608
F 4.7277 -7.7712 -1.3786
C 3.2134 -5.9922 -1.2963
F 2.3001 -6.9326 -0.9110
H -1.6434 -0.1037 1.9428
H 0.0403 -0.4153 1.4945
H -0.6231 -1.1405 2.9621
H -1.6433 -1.6487 0.1269
H -2.1843 -2.5245 1.5535
H -0.0075 -4.7642 1.9542
H -0.4002 -3.3451 2.8972
H 2.2752 -3.8304 1.4873
H 1.9935 -4.0207 3.2351
H 1.8851 -2.4214 2.4724
H -0.9037 -3.2993 -1.1002
H -1.4275 -4.5540 0.0245
H 0.1647 -5.5184 -1.4090
H 0.8949 -5.4028 0.1718
H 6.5077 -6.0206 -2.2069
O 2.1738 1.1221 -4.1901
C 1.1340 1.2838 -3.5175
O 0.0822 0.6166 -3.5424
C 1.1710 2.4064 -2.4866
C 1.3885 3.7410 -2.9364
C 1.3242 4.7579 -2.0422
C 1.0703 4.4665 -0.6768
C 0.9580 5.4660 0.3188
C 0.7017 5.1279 1.6170
C 0.5460 3.7688 1.9742
C 0.6511 2.7859 1.0316
C 0.9153 3.1126 -0.3221
N 0.9651 2.0945 -1.2326
H 1.5948 3.9015 -3.9857
H 1.4634 5.7904 -2.3460
H 1.0724 6.5055 0.0299
H 0.6023 5.8976 2.3726
H 0.3237 3.5112 3.0030
H 0.5075 1.7424 1.2788
C 5.9691 2.6564 6.7900
C 5.2934 2.0658 5.5830
C 5.9988 1.8459 4.4076
C 5.3945 1.2967 3.2825
C 6.2145 1.0948 2.0403
C 4.0277 0.9520 3.3447
Se 3.1682 0.2377 1.8492
C 3.2961 1.1676 4.5360
C 1.8372 0.8266 4.6428
C 3.9460 1.7219 5.6277
H 6.9888 2.9643 6.5601
H 6.0116 1.9325 7.6069
H 5.4250 3.5283 7.1579
H 7.0489 2.1139 4.3605
H 7.2327 1.4478 2.2054
H 5.7888 1.6291 1.1907
H 6.2501 0.0449 1.7485
H 1.2378 1.4544 3.9808
H 1.4956 0.9726 5.6678
H 1.6373 -0.2015 4.3416
H 3.3842 1.8909 6.5409
C -0.1055 -1.7222 -5.6089
C 0.9515 -2.6758 -5.2755
N 1.7852 -3.4160 -4.9961
H -1.0729 -2.1183 -5.3007
H -0.1124 -1.5467 -6.6836
H 0.0611 -0.7819 -5.0710
C -3.3745 -0.5161 -3.3837
Ge -2.8245 0.3130 -1.6149
C -4.2758 -0.5601 -0.4628
C -4.7245 -1.8730 -0.6511
C -5.6303 -2.4866 0.2075
C -6.1295 -1.8007 1.3069
C -5.6971 -0.4973 1.5306
C -4.7904 0.0965 0.6636
C -3.7294 2.1504 -1.7928
C -2.8513 3.1971 -1.6155
C -3.2275 4.5577 -1.7359
C -4.5129 4.8904 -2.0435
C -5.4771 3.8660 -2.2343
C -6.8252 4.1836 -2.5455
C -7.7581 3.2014 -2.7151
C -7.3814 1.8464 -2.5749
C -6.0885 1.5175 -2.2794
C -5.0851 2.5098 -2.1048
H -4.4271 -0.4067 -3.6604
H -3.1375 -1.5856 -3.3684
H -2.7550 -0.0580 -4.1601
H -4.3502 -2.4448 -1.4967
H -5.9472 -3.5074 0.0167
H -6.8414 -2.2706 1.9764
H -6.0715 0.0586 2.3848
H -4.4714 1.1171 0.8667
H -1.8161 2.9681 -1.3765
H -2.4819 5.3314 -1.5820
H -4.8195 5.9269 -2.1451
H -7.0999 5.2297 -2.6408
H -8.7846 3.4586 -2.9517
H -8.1216 1.0639 -2.6949
H -5.8005 0.4835 -2.1509
```

## Properties
Lowest unoccupied orbital energy (spin up / spin down)   3.28 / 1.58 eV
Spin multiplicity   2
Total charge   -2
Orbital gap (spin up / spin down)   4.6 / 2.9 eV
HOMO level (spin up / spin down)   -1.3 / -1.3 eV
Expectation value of S²   0.7675



Density functional theory data (ωB97M-V/def2-TZVPD) for a molecular structure, C50H50F6Ge2NO4S6Zn.

```
120
Properties=species:S:1:pos:R:3
Zn -2.5603 1.6965 0.8391
F -4.3581 0.9836 -1.1566
C -5.1991 1.9495 -1.5512
F -4.7561 2.4640 -2.6893
F -6.3922 1.4052 -1.7546
S -5.2866 3.2695 -0.2513
O -3.9060 3.4109 0.1875
O -5.9068 4.3796 -0.8920
N -6.2224 2.6691 0.8623
S -5.6559 1.5606 1.8414
O -5.9551 0.2229 1.4339
O -4.3085 1.8420 2.3176
C -6.7270 1.8906 3.2988
F -6.5259 3.1143 3.7707
F -8.0072 1.7586 2.9688
F -6.4345 1.0082 4.2497
C -5.5188 -3.0123 -1.3106
C -4.2630 -3.2139 -0.5030
C -4.2801 -3.0733 0.8791
C -3.1297 -3.2152 1.6380
C -3.2088 -3.1315 3.1394
C -1.9124 -3.4727 0.9915
C -1.8913 -3.7148 -0.3847
C -0.6498 -4.1767 -1.1074
C -3.0686 -3.5663 -1.1121
C -0.6690 -3.5869 1.8158
C -0.4595 -4.8145 2.4394
C 0.6563 -5.0357 3.2269
C 1.5820 -4.0228 3.3798
C 1.4099 -2.7872 2.7551
C 0.2750 -2.5474 1.9740
Ge -0.1092 -0.7562 1.1952
S -1.7653 0.1369 2.3108
S 1.5418 0.7912 1.0335
Ge 0.4615 1.2288 -0.9060
S -1.1995 2.6371 -0.7515
S -0.4072 -0.8424 -1.0332
C 1.6626 1.7943 -2.3785
C 1.4098 1.3990 -3.7017
C 2.2414 1.8397 -4.7289
C 3.3194 2.6677 -4.4654
C 3.5639 3.0674 -3.1644
C 2.7454 2.6429 -2.1194
C 3.0446 3.1672 -0.7548
C 2.2862 4.1987 -0.2060
C 1.1775 4.8878 -0.9605
C 2.5923 4.6503 1.0788
C 3.6466 4.1292 1.8045
C 3.9468 4.6048 3.2013
C 4.4285 3.1398 1.2113
C 4.1409 2.6477 -0.0485
C 4.9759 1.5398 -0.6332
C 0.2768 0.5022 -4.0837
C 0.4854 -0.8665 -4.2567
C 1.8382 -1.5052 -4.0595
C -0.5920 -1.6718 -4.6232
C -1.8581 -1.1480 -4.8171
C -3.0265 -2.0290 -5.1727
C -2.0343 0.2259 -4.6793
C -0.9864 1.0620 -4.3293
C -1.1940 2.5514 -4.2586
C 2.4985 -1.7941 3.0047
C 3.5645 -1.6572 2.1209
C 3.5980 -2.3476 0.7822
C 4.6522 -0.8681 2.4963
C 4.6904 -0.2002 3.7068
C 5.8919 0.6062 4.1265
C 3.5858 -0.3010 4.5486
C 2.4966 -1.0900 4.2198
C 1.3117 -1.1658 5.1491
H -6.3379 -2.6774 -0.6758
H -5.8181 -3.9371 -1.8093
H -5.3657 -2.2555 -2.0815
H -5.2089 -2.8204 1.3738
H -4.2080 -2.8267 3.4494
H -2.4963 -2.4079 3.5341
H -2.9842 -4.1005 3.5927
H 0.2235 -4.1951 -0.4571
H -0.4308 -3.5210 -1.9498
H -0.8026 -5.1862 -1.4983
H -3.0406 -3.7178 -2.1877
H -1.1955 -5.5975 2.2978
H 0.8033 -5.9911 3.7160
H 2.4716 -4.1812 3.9792
H 2.0326 1.5135 -5.7415
H 3.9611 3.0049 -5.2706
H 4.3822 3.7435 -2.9435
H 1.0555 4.4985 -1.9700
H 1.3908 5.9569 -1.0308
H 0.2230 4.7667 -0.4458
H 1.9750 5.4301 1.5144
H 3.2658 5.4022 3.4977
H 4.9693 4.9803 3.2791
H 3.8379 3.7875 3.9172
H 5.2699 2.7284 1.7581
H 5.7232 1.2079 0.0861
H 5.4948 1.8577 -1.5402
H 4.3479 0.6869 -0.9014
H 2.5954 -0.7791 -3.7706
H 2.1656 -1.9913 -4.9819
H 1.7905 -2.2632 -3.2767
H -0.4313 -2.7393 -4.7417
H -2.7186 -3.0690 -5.2804
H -3.4878 -1.7096 -6.1093
H -3.7929 -1.9806 -4.3974
H -3.0168 0.6562 -4.8470
H -2.2419 2.7999 -4.4243
H -0.5897 3.0584 -5.0144
H -0.9065 2.9482 -3.2828
H 2.7425 -3.0038 0.6335
H 4.5096 -2.9396 0.6774
H 3.5821 -1.6040 -0.0181
H 5.4940 -0.7902 1.8168
H 6.6705 0.5785 3.3643
H 6.3147 0.2161 5.0546
H 5.6229 1.6495 4.3024
H 3.5828 0.2391 5.4905
H 1.4463 -0.4919 5.9945
H 1.1648 -2.1765 5.5345
H 0.3920 -0.8862 4.6295
```

## Properties
Lowest unoccupied orbital energy   2.34 eV
Spin multiplicity   1
Total charge   -1
Orbital gap   8.1 eV
HOMO level   -5.7 eV



Density functional theory data (ωB97M-V/def2-TZVPD) for a molecular structure, C50H51As2CrF5N4OSTe in a non-equilibrium geometry.

```
116
Properties=species:S:1:pos:R:3
Cr -0.7715 0.5166 -0.2671
N -0.8268 1.8015 1.5118
C -2.1158 2.4107 1.9237
C -3.2426 1.3909 2.0645
C -3.9493 1.0771 0.7526
N -3.1484 0.2022 -0.1295
H -0.4240 1.3182 2.3120
H -0.1833 2.5672 1.3179
H -2.3711 3.1429 1.1597
H -1.9773 2.9391 2.8683
H -3.9806 1.7876 2.7646
H -2.8540 0.4708 2.5078
H -4.1135 2.0079 0.2211
H -4.9309 0.6413 0.9573
H -3.4792 0.2726 -1.0855
H -3.2651 -0.7659 0.1446
C 1.1722 -2.3420 2.2046
C 2.3187 -1.5563 1.5461
As 2.5938 0.2353 2.3176
C 4.0598 1.0099 1.3000
C 3.8026 2.2194 0.6649
C 4.7818 2.8393 -0.1009
C 6.0339 2.2546 -0.2231
C 6.3097 1.0628 0.4380
C 5.3293 0.4449 1.2001
C 3.5656 -0.2310 3.9556
C 4.3530 -1.3688 4.1117
C 5.0622 -1.5823 5.2893
C 4.9902 -0.6618 6.3258
C 4.2048 0.4743 6.1832
C 3.4969 0.6833 5.0070
As -0.6307 -1.5187 2.1992
C -0.8463 -1.0831 4.1076
C -2.1461 -1.0441 4.6186
C -2.3860 -0.6720 5.9330
C -1.3262 -0.3333 6.7642
C -0.0306 -0.3975 6.2762
C 0.2068 -0.7699 4.9581
C -1.7361 -3.1319 2.2498
C -1.2463 -4.3666 2.6679
C -2.0842 -5.4729 2.7230
C -3.4223 -5.3591 2.3684
C -3.9239 -4.1322 1.9582
C -3.0814 -3.0295 1.8979
H 1.4061 -2.5750 3.2446
H 1.0654 -3.2880 1.6749
H 2.1406 -1.3782 0.4879
H 3.2219 -2.1614 1.6205
H 2.8281 2.6828 0.7509
H 4.5552 3.7655 -0.6125
H 6.7955 2.7246 -0.8332
H 7.2906 0.6093 0.3569
H 5.5600 -0.4844 1.7080
H 4.4287 -2.1011 3.3176
H 5.6758 -2.4690 5.3924
H 5.5460 -0.8288 7.2408
H 4.1451 1.1975 6.9875
H 2.8880 1.5736 4.8961
H -2.9848 -1.3323 3.9965
H -3.4018 -0.6552 6.3094
H -1.5106 -0.0350 7.7888
H 0.8090 -0.1655 6.9195
H 1.2298 -0.8433 4.6270
H -0.2131 -4.4747 2.9691
H -1.6897 -6.4281 3.0478
H -4.0731 -6.2231 2.4177
H -4.9670 -4.0333 1.6841
H -3.4884 -2.0715 1.5970
N -1.5468 -3.3659 -6.1557
C -1.6684 -3.7482 -4.8607
O -1.9616 -4.8769 -4.5304
C -1.4302 -2.6801 -3.8086
C -1.3364 -3.0920 -2.4903
C -1.1037 -2.1484 -1.5076
N -0.9778 -0.8400 -1.7630
C -1.0707 -0.4473 -3.0340
C -1.2920 -1.3313 -4.0754
H -1.6178 -4.0880 -6.8523
H -1.1431 -2.4860 -6.4202
H -1.4364 -4.1407 -2.2466
H -0.9988 -2.4592 -0.4777
H -0.9260 0.6122 -3.2032
H -1.3493 -0.9247 -5.0761
F 5.0085 -3.0688 -5.0344
C 4.2566 -2.3088 -4.2321
C 3.2213 -1.5565 -4.7457
F 2.9650 -1.5966 -6.0616
C 2.4507 -0.7740 -3.9088
F 1.4504 -0.0865 -4.4895
C 2.6740 -0.6672 -2.5329
S 1.7733 0.4665 -1.5526
C 3.7075 -1.4743 -2.0587
F 3.9852 -1.5047 -0.7482
C 4.4922 -2.2676 -2.8744
F 5.4817 -3.0040 -2.3543
C -4.1231 5.4818 -6.4592
C -3.3995 4.8205 -5.3125
C -2.1263 4.2955 -5.4673
C -1.4272 3.7150 -4.4079
C -0.0382 3.1829 -4.6713
C -2.0247 3.6570 -3.1371
Te -0.7896 3.0152 -1.5179
C -3.3277 4.1578 -2.9712
C -4.0617 4.0896 -1.6601
C -3.9861 4.7305 -4.0568
H -3.5265 5.4494 -7.3711
H -4.3359 6.5290 -6.2336
H -5.0783 4.9920 -6.6620
H -1.6478 4.3481 -6.4415
H 0.2192 3.2882 -5.7272
H 0.0503 2.1303 -4.3964
H 0.7075 3.7097 -4.0737
H -3.4358 4.4470 -0.8407
H -4.3341 3.0561 -1.4436
H -4.9786 4.6807 -1.6971
H -4.9886 5.1258 -3.9116
```

## Properties
Lowest unoccupied orbital energy (spin up / spin down)   -0.39 / -0.52 eV
Spin multiplicity   5
Orbital gap (spin up / spin down)   5.9 / 5.9 eV
HOMO level (spin up / spin down)   -6.3 / -6.4 eV
Expectation value of S²   6.0184



Molar mass, respectively: 995.76 1052.01 1245.95 1180.48 g mol⁻¹.
ΔE to the lowest compared entry with this formula, charge and spin, respectively: 0.0 62.5 20.3 28.8 kcal/mol.